Record 1
A 2-piece molecular cluster, Cl2HPS2 overall, computed with the ωB97M-V functional and the def2-TZVPD basis.

Element x y z (Å)
Cl1 3.1367 -0.5595 -0.1063
P1 -1.6504 0.1633 -0.3172
Cl2 -1.3817 1.4865 1.0248
S1 -1.7138 -1.6545 0.3153
H1 3.1212 -0.2788 1.2430
S2 -1.5121 0.8430 -2.1596

Atomic forces in eV per Å
Cl -0.07 0.51 2.41
P 0.37 -2.15 -3.43
Cl 0.17 1.64 1.68
S -0.16 1.12 -0.25
H 0.04 -0.51 -2.40
S -0.35 -0.61 2.00

The orbital gap comes out at 8.1452 eV. The spin multiplicity is 1.

Electronic structure analysis, Löwdin charges in units of e:
1 Cl 0.171
2 P -0.618
3 Cl 0.295
4 S 0.172
5 H -0.165
6 S 0.144


Record 2
C4H23B3NOZn as an isolated structure, computed with the ωB97M-V functional and the def2-TZVPD basis.

Element x y z (Å)
H1 -3.8173 3.3515 -0.2079
N1 1.1936 0.7184 -0.4073
H2 3.8625 -1.7048 1.2031
H3 -0.5525 -0.6518 3.3918
H4 -0.9127 -0.7717 1.6426
H5 -0.5485 -1.7122 -0.5505
B1 -0.0172 -2.6449 -0.4414
H6 0.0160 -3.0567 0.5554
H7 0.5102 0.1424 2.1306
C1 0.0463 1.2887 -1.2006
B2 -0.1439 -0.6745 2.3934
H8 -0.8489 1.6378 0.5997
H9 -0.9673 0.9148 -3.0960
C2 -3.2114 2.4756 0.0240
H10 -2.8150 2.7193 1.0097
B3 2.8806 -1.3262 0.9645
H11 1.2495 1.4231 0.3141
H12 2.7099 -0.4220 1.5278
Zn1 0.8223 -1.0686 0.6896
H13 -0.4089 -3.3215 -1.1850
H14 2.2043 -2.1292 1.2136
H15 0.8330 1.0427 -3.1699
H16 2.7643 -1.0101 -0.0606
H17 0.0335 -0.3494 -2.5783
H18 -1.6156 0.2916 -0.2613
H19 0.9620 -2.3962 -0.8203
H20 2.0663 0.7012 -0.9155
C3 -1.2078 1.2964 -0.3713
H21 -3.8550 1.5962 0.0022
H22 0.4229 -1.5887 2.4790
O1 -2.1598 2.2470 -0.8972
H23 0.5319 2.2429 -1.4048
C4 -0.0272 0.7389 -2.5733

Atomic forces in eV per Å
H 0.18 0.00 -0.76
N -2.14 -0.04 0.22
H 3.62 -1.37 0.64
H -1.63 0.74 3.44
H -3.30 -0.34 -2.49
H -2.85 3.60 -0.21
B -0.18 -0.82 -0.42
H -0.09 -1.58 3.52
H 2.34 3.60 -0.24
C 2.09 0.88 -0.97
B -1.04 0.46 1.26
H -0.50 -0.04 0.50
H 0.08 0.62 0.08
C 0.17 -0.16 -0.11
H 0.05 -0.52 0.31
B 1.48 0.27 0.01
H 0.79 -0.23 0.55
H -0.51 3.31 2.57
Zn 0.38 -0.51 -1.00
H -1.66 -2.46 -2.56
H -2.27 -3.09 1.08
H -0.15 0.32 -0.15
H 0.30 0.57 -4.09
H 0.01 -0.31 0.30
H -0.18 -0.01 -0.09
H 4.03 0.49 -1.45
H 0.01 -0.12 -0.14
C 0.20 1.10 0.03
H -0.18 -0.03 0.58
H 2.09 -3.44 0.21
O 0.53 -0.06 0.09
H -1.48 1.20 0.36
C -0.16 -2.04 -1.06

Its net charge is -1. The orbital gap comes out at 8.6405 eV. The spin multiplicity is 1.

Electronic structure analysis, Löwdin charges in units of e:
1 H 0.077
2 N 0.042
3 H -0.033
4 H -0.021
5 H -0.030
6 H -0.053
7 B -0.399
8 H -0.019
9 H -0.035
10 C -0.394
11 B -0.412
12 H 0.117
13 H 0.087
14 C -0.115
15 H 0.085
16 B -0.406
17 H 0.097
18 H -0.035
19 Zn 0.421
20 H -0.033
21 H -0.030
22 H 0.080
23 H -0.055
24 H 0.081
25 H 0.122
26 H -0.037
27 H 0.100
28 C -0.174
29 H 0.090
30 H -0.020
31 O -0.177
32 H 0.133
33 C -0.056


Record 3
The molecule C6H14N2, computed with the ωB97M-V functional and the def2-TZVPD basis.

Element x y z (Å)
H1 1.8165 0.5432 0.8128
C1 1.1696 -1.4823 -0.4454
C2 -1.8868 0.2640 1.1777
H2 -3.5749 -0.4554 0.0459
C3 0.9650 2.1119 -0.1371
H3 0.0260 2.3046 -0.6657
N1 0.9049 0.8371 0.5133
C4 -0.8548 -0.7786 0.8059
H4 1.0143 2.9187 0.5998
H5 2.0004 -2.2135 -2.2434
C5 -3.0802 0.3282 0.6027
H6 1.7714 2.3473 -0.8553
H7 -1.4959 1.0312 1.8386
H8 -1.4675 -1.5590 0.3202
C6 0.2145 -0.2924 -0.1561
H9 0.5177 -2.3444 -0.4170
H10 2.5881 -0.7196 -1.7223
H11 -0.4789 -1.3174 1.6787
H12 -3.6945 1.2062 0.7805
H13 -0.2157 0.0618 -1.0928
N2 1.8047 -1.3507 -1.7543
H14 1.9560 -1.4409 0.3135

Atomic forces in eV per Å
H 0.27 -0.04 0.20
C -0.08 1.47 -0.75
C 1.07 -0.25 -0.54
H 0.46 -0.15 -0.35
C -0.49 1.30 -0.38
H 0.05 -0.17 0.00
N 0.24 -0.55 -0.36
C -2.19 -1.07 -0.21
H 0.07 -0.07 0.17
H 0.22 0.18 0.29
C -0.43 0.72 0.81
H 0.00 -0.63 0.05
H -0.34 0.30 -0.16
H 0.35 0.01 -0.26
C 0.81 0.18 1.00
H 0.45 -0.59 0.09
H 0.20 -0.22 -0.21
H 0.56 0.44 0.13
H -0.11 -0.13 0.13
H -0.14 -0.12 0.00
N -0.61 0.06 -0.18
H -0.35 -0.68 0.50

The SMILES is C=CC[C@H](CN)NC. The orbital gap comes out at 9.4671 eV. The spin multiplicity is 1.

Electronic structure analysis, Löwdin charges in units of e:
1 H 0.091
2 C -0.233
3 C -0.180
4 H 0.054
5 C -0.151
6 H 0.078
7 N -0.088
8 C -0.205
9 H 0.069
10 H 0.061
11 C -0.006
12 H 0.073
13 H 0.096
14 H 0.108
15 C -0.345
16 H 0.108
17 H 0.061
18 H 0.117
19 H 0.047
20 H 0.140
21 N -0.003
22 H 0.108


Record 4
C30H22ClF4N6O5SSr as an isolated structure, computed with the ωB97M-V functional and the def2-TZVPD basis.

Element x y z (Å)
H1 -3.0954 0.4090 -3.3609
N1 5.7159 5.7332 1.3915
C1 0.7060 -5.2059 1.5826
C2 5.2735 1.3395 -2.6159
Cl1 4.5511 -4.5301 0.7946
C3 -3.7102 -0.9589 -1.0224
N2 0.9575 -0.5936 -1.3047
F1 7.2724 2.4128 -2.5882
F2 2.1457 2.0656 -0.8516
H2 -4.2387 -2.3799 3.0186
H3 -4.0272 1.5946 1.1129
H4 3.0307 -2.2039 1.3274
C4 -5.2070 -3.3960 1.3394
C5 1.9376 -0.2923 -1.8163
H5 -4.8026 -1.0220 -0.9766
F3 5.7678 0.5226 -3.5254
C6 2.0347 -5.4251 1.2586
H6 -4.2723 4.0648 0.9191
C7 5.5880 3.2523 -1.1156
C8 6.3954 4.1728 -0.5663
C9 2.8809 -4.3337 1.1732
C10 2.3767 -3.0675 1.3763
H7 -0.1230 4.6045 1.6586
H8 -5.7355 -4.3363 1.1797
C11 0.5328 2.0625 1.9297
Sr1 -0.0771 -0.8407 0.8314
C12 -2.1882 4.4438 1.2455
C13 -3.1693 2.2500 1.1954
H9 -3.1410 -0.9930 -4.4370
C14 -3.3084 3.6092 1.0995
O1 -1.3506 6.5973 1.2770
C15 -0.9628 3.9313 1.5241
H10 -5.9258 -2.5947 1.1371
C16 -0.7874 2.5403 1.6010
C17 3.4223 2.1220 -1.2112
O2 -3.4321 6.3298 0.7849
H11 -3.5429 -2.5139 -2.5176
H12 -0.7498 -3.6994 2.0451
C18 6.0441 2.3105 -2.1395
H13 2.4148 -6.4227 1.0760
C19 -3.5202 -0.5897 -3.4967
C20 3.5935 -0.9716 -3.4310
C21 -4.0676 -3.3306 0.3187
C22 5.9819 5.0470 0.5085
C23 -4.7429 -3.3227 2.7953
H14 -4.0508 -4.1415 3.0246
N3 1.0914 -2.8488 1.6701
O3 -1.6581 -2.1926 0.1544
H15 -5.5918 -3.4082 3.4743
H16 -2.0718 -1.6018 -2.2517
O4 0.9426 0.8943 1.8266
C24 3.1848 0.0310 -2.4760
C25 -3.1520 -1.5104 -2.3311
O5 -1.7538 0.3691 1.4399
F4 3.6466 3.9669 0.0948
H17 -3.3248 -4.1134 0.4925
C26 0.2806 -3.9072 1.7881
C27 7.7726 4.3655 -0.9634
H18 1.2195 2.8263 2.3247
H19 -3.4169 0.0862 -0.8848
N4 8.8731 4.5762 -1.2206
S1 -3.1182 -1.7921 0.4649
N5 -2.3370 5.9058 1.0975
C28 3.9186 1.1125 -2.1307
H20 -4.6041 -0.4827 -3.5957
C29 4.1833 3.1004 -0.7333
H21 -4.4380 -3.4211 -0.7045
N6 3.8452 -1.8268 -4.1598
C30 -1.8974 1.6523 1.4032
H22 0.0111 -6.0312 1.6717

Atomic forces in eV per Å
H -0.03 -0.08 0.00
N 0.06 -0.12 -0.20
C 0.10 -0.07 0.02
C -0.68 -0.36 -0.10
Cl -0.01 -0.01 0.00
C 0.15 0.10 -0.02
N 0.53 0.07 -1.18
F 0.25 0.10 -0.03
F -0.16 -0.03 0.06
H -0.02 -0.04 -0.02
H 0.00 0.04 -0.01
H 0.00 0.00 -0.06
C 0.12 0.18 0.11
C 0.60 0.32 -0.60
H 0.06 0.08 0.03
F -0.05 -0.21 -0.11
C -0.04 -0.19 -0.01
H 0.00 -0.01 0.00
C -0.46 -0.54 -0.35
C 0.64 0.72 0.41
C 0.18 -0.14 -0.12
C -0.20 0.21 0.18
H -0.05 -0.05 0.04
H -0.05 0.01 -0.08
C -0.03 -0.16 0.01
Sr 1.85 -0.92 0.27
C -0.34 0.34 -0.09
C 0.00 0.10 -0.05
H -0.01 0.04 0.05
C -0.01 0.03 -0.02
O -0.17 -0.24 0.00
C 0.39 -0.07 0.11
H 0.02 -0.06 0.00
C 0.17 -0.15 0.05
C -0.01 -0.44 -0.30
O 0.09 -0.16 0.09
H 0.04 0.03 0.02
H 0.01 0.00 -0.04
C 0.04 0.62 0.43
H -0.02 0.05 0.03
C -0.02 -0.05 0.01
C -0.02 -0.12 0.06
C 0.00 -0.14 -0.03
C 0.09 -0.06 -0.08
C 0.09 -0.09 -0.07
H -0.08 0.09 -0.02
N 0.43 -0.96 0.37
O -2.41 -1.03 -0.45
H 0.04 -0.01 -0.04
H 0.11 -0.01 0.02
O 0.61 1.97 0.84
C -0.50 -0.86 -0.16
C -0.26 0.09 -0.03
O -1.63 1.93 0.48
F -0.03 0.24 0.18
H -0.06 0.01 0.00
C 0.07 0.03 0.03
C -0.11 0.04 0.14
H 0.06 0.01 -0.11
H -0.07 -0.03 -0.03
N -0.24 -0.04 0.05
S -0.23 -0.69 -0.32
N 0.04 0.02 -0.07
C 0.36 0.44 0.15
H 0.09 -0.01 0.02
C 0.57 0.17 -0.04
H 0.08 -0.10 0.09
N -0.11 0.33 0.24
C 0.14 -0.22 0.20
H 0.06 0.05 0.01

Its net charge is +1. The orbital gap comes out at 5.3847 eV. The spin multiplicity is 1.

Electronic structure analysis, Löwdin charges in units of e:
1 H 0.078
2 N 0.231
3 C -0.023
4 C -0.138
5 Cl 0.720
6 C -0.332
7 N 0.099
8 F 0.171
9 F 0.133
10 H 0.060
11 H 0.118
12 H 0.117
13 C -0.286
14 C -0.090
15 H 0.112
16 F 0.159
17 C -0.056
18 H 0.127
19 C -0.003
20 C -0.100
21 C -0.647
22 C -0.162
23 H 0.135
24 H 0.114
25 C -0.172
26 Sr 1.598
27 C -0.140
28 C 0.011
29 H 0.079
30 C 0.029
31 O 0.077
32 C 0.049
33 H 0.110
34 C -0.114
35 C -0.133
36 O 0.085
37 H 0.109
38 H 0.105
39 C -0.133
40 H 0.122
41 C -0.093
42 C -0.156
43 C -0.325
44 C -0.142
45 C -0.111
46 H 0.079
47 N -0.080
48 O -0.749
49 H 0.079
50 H 0.094
51 O -0.202
52 C -0.106
53 C -0.280
54 O -0.353
55 F 0.162
56 H 0.099
57 C -0.138
58 C -0.141
59 H 0.141
60 H 0.083
61 N 0.235
62 S 0.994
63 N -0.353
64 C 0.003
65 H 0.082
66 C -0.130
67 H 0.088
68 N 0.219
69 C -0.340
70 H 0.120


Here are the calculated ΔE to the lowest compared entry with this formula, charge and spin numbers, same order: 99.72 264.18 167.64 158.54 (kJ/mol).
Here are the calculated highest occupied orbital energy numbers, same order: -9.58 -5.78 -8.42 -11.20 (eV).